Entry 1:
C19H28N2O6PPdS2SiTe | wB97M-V/def2-TZVPD

Last column: Löwdin spin population.
Geometry (Å):
H (2.0872, -0.2516, 4.3455)  0.00
C (-4.4332, -0.4385, -2.3308)  0.00
Pd (-0.6364, 1.1734, 0.1305)  0.65
H (3.7355, -2.2673, -0.6286)  0.00
S (3.0736, 1.7637, 0.2090)  0.01
H (0.2621, 5.2241, -1.2661)  0.00
H (5.8273, 0.7767, 1.2040)  0.00
C (-4.6994, -1.7906, -0.3811)  0.00
Te (-0.2130, 0.4966, -2.4399)  0.12
H (1.1000, -3.2686, 0.5845)  0.00
H (-2.7470, 3.7463, -1.7402)  0.00
H (-1.4219, 3.7419, 2.3858)  0.00
C (-0.7017, 4.1524, 1.6794)  -0.01
C (-0.9900, -4.9015, -2.4462)  0.00
C (3.7199, 0.9167, 1.6222)  0.00
Si (-0.9385, 3.4831, -0.0420)  -0.03
O (3.5325, 3.1222, 0.1966)  0.00
N (-3.5068, 0.2432, -0.2698)  0.00
C (2.9074, -0.0290, 3.6763)  0.00
H (-5.0605, -2.6711, 0.1297)  0.00
H (2.6218, -3.3843, -1.4306)  0.00
C (5.0239, 0.5525, 1.8923)  0.00
H (-4.5761, -0.2352, -3.3819)  0.00
H (-0.8469, 5.2372, 1.6252)  0.00
H (-1.5556, -2.9678, -3.2300)  0.00
H (-5.5043, -2.2967, -2.3098)  0.00
O (-2.8240, 1.1029, 0.4553)  0.04
C (-2.6465, 3.9080, -0.6657)  -0.01
C (-1.2700, -3.4274, -2.2799)  0.00
O (1.2600, -1.3830, -0.2877)  0.00
C (2.6793, 0.6384, 2.4846)  0.00
H (2.2180, -2.1260, 1.3343)  0.00
C (-3.9668, -0.8710, 0.3297)  0.01
H (-3.2758, 1.3730, -1.9573)  0.00
H (3.4708, -3.8892, 0.0404)  0.00
C (-3.7141, 0.4666, -1.5764)  0.01
C (0.3491, 4.1320, -1.2275)  0.00
H (0.3039, 3.9516, 2.0452)  0.00
C (2.9923, -3.0471, -0.4631)  0.00
H (-0.1947, -5.0638, -3.1733)  0.00
C (4.2129, -0.4030, 3.9678)  0.00
C (1.3836, 1.1212, 1.9168)  0.01
H (-3.4316, 3.3702, -0.1407)  0.00
H (-2.0639, -3.2466, -1.5529)  0.00
H (6.2617, -0.4237, 3.3396)  0.00
C (1.8594, -2.5116, 0.3785)  0.00
H (1.3597, 3.8901, -0.9071)  0.00
C (-4.9385, -1.5785, -1.7329)  0.01
O (3.2131, 0.9616, -0.9669)  0.00
H (-2.7703, 4.9813, -0.4811)  0.00
H (-0.6868, -5.3421, -1.4963)  0.00
C (5.2547, -0.1178, 3.0876)  0.00
P (-0.1547, -1.4256, -0.9968)  0.01
H (4.4260, -0.9249, 4.8913)  0.00
S (-0.1262, 0.8401, 2.6011)  0.10
H (-3.6899, -0.9587, 1.3673)  0.00
H (0.1987, 3.7462, -2.2355)  0.00
H (-1.8850, -5.4183, -2.7949)  0.00
O (-1.2947, -1.4165, -0.0281)  0.01
O (-0.0641, -2.7903, -1.8234)  0.00
N (1.4948, 1.7537, 0.7640)  0.06

Forces on atoms 1 to 6 (eV/Å):
-0.018 0.006 0.000
0.038 0.031 0.019
-0.437 0.285 0.458
-0.006 0.011 -0.012
-0.163 0.029 0.065
-0.007 -0.010 -0.010

spin multiplicity: 2
ΔE to the lowest compared entry with this formula, charge and spin: 5.6 kcal/mol
total energy: -85034.1914 eV
gap between HOMO and LUMO (spin up / spin down): 7.13 / 6.74 eV

Entry 2:
CH11NO4 | wB97M-V/def2-TZVPD

Last column: Löwdin charge in e.
Geometry (Å):
H (-0.4016, -2.3642, 1.0769)  0.13
O (1.9939, 1.0813, -0.5292)  -0.07
H (-0.9111, 2.7653, -0.3942)  0.02
C (0.5186, -1.6633, 0.8660)  -0.38
H (-0.3945, 0.1117, 1.1706)  0.05
O (-2.6711, 0.0953, -1.2827)  -0.06
H (2.6871, 0.8080, -1.1570)  0.06
O (0.6685, -1.7486, -0.5069)  -0.06
O (-0.7305, 2.1066, 0.2341)  -0.03
H (0.5624, -0.5679, 2.5466)  0.09
H (1.3246, -2.1995, 1.4160)  0.12
H (1.7172, 0.2477, -0.1392)  -0.02
H (-0.1008, -1.4999, -1.0411)  0.10
N (0.4132, -0.3645, 1.5553)  0.02
H (-2.7244, 0.4959, -2.1637)  0.04
H (0.1799, 1.8680, 0.0644)  0.00
H (-2.0292, 0.5889, -0.7849)  -0.02

Forces on atoms 1 to 6 (eV/Å):
1.112 1.330 0.031
0.628 0.028 -0.657
-0.493 1.496 -1.255
-2.422 -2.611 2.498
-0.241 0.274 1.361
-0.513 -0.579 -0.730

ΔE to the lowest compared entry with this formula, charge and spin: 23.2 kcal/mol
total energy: -10895.0184 eV
SMILES: NCO.O.O.O
gap between HOMO and LUMO: 10.07 eV

Entry 3:
C3H7INP | wB97M-V/def2-TZVPD

Last column: Löwdin charge in e.
Geometry (Å):
H (-1.7332, 0.9675, -0.6330)  -0.11
C (0.3680, 1.0991, 0.5309)  -0.43
I (0.6023, -0.7763, 2.7819)  0.83
C (0.2490, -1.3550, -0.0261)  -0.07
H (0.0274, 1.9063, 1.0818)  0.03
N (-0.3239, -0.0814, -1.9447)  -0.27
P (-0.5787, 1.3009, -1.1688)  0.73
H (-1.2464, -0.2612, 1.1252)  0.06
H (1.3552, 1.2837, 0.1163)  0.07
H (0.4464, -0.0669, -2.5083)  -0.07
C (-0.2048, -0.2570, 0.8341)  -0.89
H (-0.2856, -2.1833, 0.1495)  0.01
H (1.3244, -1.5764, -0.3388)  0.11

Forces on atoms 1 to 6 (eV/Å):
-2.509 -0.295 1.072
-1.465 -0.739 -3.645
0.352 -0.491 0.629
2.357 3.082 -2.031
-0.478 1.326 1.589
-1.838 -2.514 2.485

ΔE to the lowest compared entry with this formula, charge and spin: 79.6 kcal/mol
total energy: -22100.0382 eV
gap between HOMO and LUMO (spin up / spin down): 6.94 / 7.22 eV

Look up the total energy of the third one.
-22100.0382 eV